1.
ORCA calculation (ωB97M-V with the def2-TZVPD basis set) on a cluster of 2 separate species, C4H5N in total.

As for the energy: -209.90778 Eh. Its energy above the lowest of the compared OMol25 structures with the same formula, charge and spin is 280.74 kJ/mol. As for the spin multiplicity: 3.

```
10
C4H5N, DFT ωB97M-V with the def2-TZVPD basis set
C -2.02 -1.61 -0.08
C -1.37 -0.59 0.07
C -0.86 0.62 -0.01
C 1.89 -0.08 0.10
N -1.08 1.79 -0.03
H -2.64 -2.45 0.18
H 2.22 -0.09 1.06
H 2.30 0.82 -0.46
H 1.92 -0.99 -0.48
H -0.36 2.58 -0.35
```

2.
ORCA calculation (ωB97M-V with the def2-TZVPD basis set) on a structure of composition C4H5N.

As for the energy: -209.91683 Eh. Its energy above the lowest of the compared OMol25 structures with the same formula, charge and spin is 256.97 kJ/mol. As for the spin multiplicity: 3.

```
10
C4H5N, DFT ωB97M-V with the def2-TZVPD basis set
C 0.14 1.43 -0.05
C 1.16 0.57 0.19
C -0.76 0.35 -0.18
C 0.32 -0.68 -0.03
N -2.61 0.22 0.12
H 0.03 2.49 -0.09
H 2.17 0.67 0.54
H 0.55 -1.24 -0.94
H 0.22 -1.36 0.81
H -2.68 -0.80 0.12
```

The highest energy belongs to which entry? number 1